DFT (the ωB97M-V functional and the def2-TZVPD basis) results for C30H30CsN2O6P3S as an isolated structure in a non-equilibrium geometry.

Computed properties:
DFT total energy (a.u.): -3164.8483
Charge: -2
Spin multiplicity: 1
Relative energy (zero: lowest compared OMol25 entry of this formula, charge and spin) (eV): 0.668

Geometry as XYZ:
```
73
C30H30CsN2O6P3S | the OMol25 dataset | the ωB97M-V functional and the def2-TZVPD basis
Cs -0.250 -1.758 0.168
C 1.909 3.671 0.427
C 1.234 3.716 -0.789
C 0.016 3.068 -0.937
C -0.544 2.365 0.129
C 0.154 2.302 1.333
C 1.367 2.964 1.489
P -2.134 1.456 0.008
C -3.331 2.774 0.505
C -4.655 2.381 0.718
C -5.630 3.298 1.081
C -5.296 4.634 1.267
C -3.982 5.037 1.077
C -3.011 4.116 0.697
C -2.362 1.334 -1.806
C -3.294 2.096 -2.515
C -3.392 1.946 -3.893
C -2.535 1.055 -4.529
C -1.606 0.327 -3.787
C -1.470 0.403 -2.387
H 2.876 4.148 0.533
H 1.670 4.240 -1.632
H -0.495 3.073 -1.894
H -0.230 1.699 2.148
H 1.912 2.871 2.421
H -4.918 1.336 0.590
H -6.651 2.966 1.232
H -6.052 5.352 1.562
H -3.707 6.075 1.223
H -1.990 4.445 0.549
H -3.941 2.808 -2.011
H -4.116 2.524 -4.458
H -2.591 0.927 -5.608
H -0.953 -0.348 -4.345
N -0.312 -6.684 1.798
C -0.358 -5.791 0.567
C -0.338 -6.660 -0.688
P 1.350 -4.973 0.647
O 1.144 -3.896 1.809
O 2.160 -6.127 1.188
O 1.626 -4.335 -0.665
P -1.930 -4.830 0.771
O -3.049 -5.945 0.296
O -1.969 -3.707 -0.206
O -2.078 -4.704 2.251
H 0.715 -6.861 1.926
H -0.866 -7.528 1.679
H -0.731 -6.111 2.551
H 0.593 -7.227 -0.757
H -0.390 -6.005 -1.556
H -1.191 -7.345 -0.705
H 1.670 -3.061 1.857
H -3.303 -5.726 -0.608
C 2.097 0.019 -2.307
C 2.975 0.534 -1.202
C 4.050 1.411 -1.504
C 4.835 1.868 -0.496
C 4.580 1.467 0.836
C 5.353 1.961 1.912
C 5.042 1.559 3.182
C 3.989 0.660 3.414
C 3.198 0.129 2.400
S 1.887 -0.937 2.800
C 3.499 0.573 1.055
N 2.721 0.141 0.021
H 2.338 0.500 -3.257
H 1.035 0.195 -2.096
H 2.233 -1.060 -2.422
H 4.218 1.711 -2.532
H 5.658 2.551 -0.688
H 6.166 2.651 1.711
H 5.615 1.930 4.026
H 3.764 0.351 4.427
```